A cluster of 2 separate species, C9H14 in total. Source: the OMol25 dataset; level of theory: ωB97M-V with the def2-TZVPD basis set.

Geometry as XYZ:
```
23
C9H14 (ωB97M-V with the def2-TZVPD basis set)
C -1.98 0.09 0.66
C 0.03 -1.17 -2.80
C -1.36 1.15 1.30
C -0.01 0.99 1.73
C 0.67 -0.18 1.33
C -1.35 -1.18 0.44
C 1.35 -0.39 -2.59
C 0.63 1.94 2.82
C 0.04 -1.24 0.64
H -3.06 0.15 0.40
H -0.83 -0.61 -3.11
H -1.87 2.05 1.43
H 2.11 -0.77 -1.91
H 0.18 -1.93 -3.60
H 1.03 0.67 -2.29
H 0.59 -2.05 0.37
H 1.72 2.12 2.93
H 0.19 2.92 2.58
H -0.11 -1.62 -1.85
H 1.90 -0.38 -3.54
H 0.23 1.50 3.82
H -1.81 -1.92 -0.14
H 1.70 -0.15 1.37
```

Its HOMO energy is -8.9 eV. Its structure (SMILES) is Cc1ccccc1.CC. The total charge is 0. The calculation puts the total energy at -351.27763 hartree.